{"formula": "C10H14S", "method": "the ωB97M-V functional and the def2-TZVPD basis", "species": ["C", "C", "C", "C", "C", "C", "C", "C", "C", "C", "S", "H", "H", "H", "H", "H", "H", "H", "H", "H", "H", "H", "H", "H", "H"], "positions_angstrom": [[-1.34, 0.95, 1.39], [-0.46, 0.73, 0.16], [-1.31, 0.25, -1.03], [0.19, 2.07, -0.21], [0.58, -0.35, 0.45], [0.06, -1.70, 0.72], [0.78, -2.81, 0.48], [2.05, -2.76, -0.17], [2.59, -1.57, -0.52], [1.95, -0.32, -0.17], [1.93, 0.12, 1.62], [-2.04, 1.76, 1.22], [-0.72, 1.20, 2.25], [-1.92, 0.06, 1.64], [-2.04, 1.01, -1.29], [-0.68, 0.07, -1.90], [-1.84, -0.67, -0.79], [-0.58, 2.84, -0.27], [0.69, 2.02, -1.17], [0.91, 2.37, 0.55], [-0.92, -1.77, 1.15], [0.37, -3.78, 0.73], [2.55, -3.68, -0.41], [3.51, -1.52, -1.08], [2.22, 0.54, -0.77]], "homo_lumo_gap_ev": 8.79, "relative_energy_kj_mol": 0.0, "homo_ev": -8.26, "energy_ev": -21431.5589, "multiplicity": 1, "smiles": "CC(C)(C)[C@@]12C=CC=C[C@@H]1S2"}